37
Properties=species:S:1:pos:R:3:forces:R:3 method="wB97M-V/def2-TZVPD" total_energy_ev=-102282.923 homo_ev=-8.78 max_force_ev_per_a=0.93 orbital_gap_ha=0.347 smiles="COc1ccc(S(=O)(=O)N2CCC(C)CC2)cc1Br" total_charge=0
C 1.618665 -1.704174 -0.975447 0.068 -0.128 -0.097
C -1.504116 1.148876 0.763984 -0.310 0.558 -0.285
H 2.124288 -1.834387 -0.032376 0.092 -0.127 0.075
H -0.141548 -1.138281 -4.369253 -0.038 0.008 -0.093
O 2.190460 0.663158 0.763058 -0.116 -0.267 0.177
H 0.223630 0.633443 4.197978 0.054 0.016 0.057
N -0.334614 0.301341 0.864944 0.768 0.352 -0.384
C 0.951001 -2.536222 -3.156323 0.050 0.086 0.203
C 1.584027 -2.709564 -1.916661 0.016 -0.188 -0.043
H -0.683888 -3.306595 -5.183514 0.037 0.007 -0.006
H -2.329270 2.942504 1.625465 -0.016 0.074 -0.012
C 1.009436 -0.497027 -1.267041 0.081 0.540 0.221
C 0.067533 1.016623 3.188017 -0.345 -0.194 -0.069
H -0.888784 -0.812088 2.511725 0.058 0.006 -0.055
C -1.036618 3.099304 4.073620 -0.138 -0.284 -0.119
H 0.560704 -4.453417 -5.739696 -0.041 0.094 -0.007
H 0.857874 -2.700955 -5.858062 -0.026 -0.019 0.022
H -0.882281 2.768368 5.098104 0.029 0.024 0.142
H -2.379592 0.537389 1.008363 0.060 0.006 -0.055
C -0.066524 -0.152413 2.214058 0.474 -0.121 0.501
C 0.348732 -1.309185 -3.424465 0.013 -0.228 -0.111
C 0.391754 -3.490457 -5.261325 -0.135 0.065 -0.247
H 0.943959 1.600513 2.900221 0.065 0.045 0.076
H 0.858499 -0.726985 2.183419 -0.122 -0.134 0.188
H -1.930695 3.717837 4.042154 -0.077 0.120 0.034
C -1.179629 1.901614 3.139667 0.241 0.267 -0.003
O 0.988771 -3.593715 -3.990072 0.076 0.069 0.224
Br 2.394377 -4.379282 -1.571101 0.068 0.049 0.164
C -1.411944 2.355286 1.696911 -0.170 -0.341 0.097
C 0.379001 -0.297942 -2.477622 0.036 0.137 0.071
H -0.071243 0.660912 -2.677080 -0.076 0.104 -0.111
O 0.730971 2.038432 -0.680767 -0.298 -0.093 -0.021
H -0.186195 3.709089 3.777716 0.115 0.100 -0.025
H -2.042946 1.304834 3.460551 -0.005 -0.022 -0.012
H -1.575795 1.475399 -0.273221 -0.260 -0.010 0.055
H -0.576844 2.976535 1.367795 -0.011 0.108 0.008
S 0.998842 0.791227 -0.023725 -0.218 -0.680 -0.561